The following is a DFT calculation (ωB97M-V/def2-TZVPD) of the molecule C5H11NO in a non-equilibrium geometry.

Output
strongest force on any atom = 0.116 Eh/bohr
HOMO-LUMO gap = 10.13 eV
spin multiplicity = 1
total energy = -327.04258 a.u.
M = 101.1 g/mol
relative energy (zero: lowest compared OMol25 entry of this formula, charge and spin) = 55.7 kcal/mol

Last column: Löwdin charge in e.
Positions of all 18 atoms, in Å:
C: 1.149 -0.274 0.890  -0.25
N: 0.091 0.343 0.205  -0.11
C: 0.093 1.585 -0.523  -0.28
C: 0.606 1.351 -1.897  -0.11
C: -1.101 -0.478 -0.237  -0.20
C: -1.802 -1.161 0.984  -0.06
O: 1.328 -1.524 0.945  -0.02
H: 1.667 0.287 1.653  0.12
H: -0.954 2.032 -0.631  0.14
H: 0.666 2.366 -0.044  0.11
H: 0.372 2.145 -2.680  0.09
H: 1.664 1.373 -2.094  0.07
H: -0.155 0.596 -2.313  0.10
H: -0.734 -1.203 -0.913  0.10
H: -1.727 0.177 -0.804  0.09
H: -2.724 -1.629 0.485  0.10
H: -1.911 -0.479 1.720  0.02
H: -1.097 -2.010 1.320  0.09

The following is a DFT calculation (ωB97M-V/def2-TZVPD) of a structure of composition C10H10MgN2O7P2 in a non-equilibrium geometry.

Output
strongest force on any atom = 0.040 Eh/bohr
HOMO-LUMO gap = 8.43 eV
spin multiplicity = 1
total energy = -1906.51019 a.u.
M = 356.4 g/mol
relative energy (zero: lowest compared OMol25 entry of this formula, charge and spin) = 0.0 kcal/mol

Last column: Löwdin charge in e.
Positions of all 32 atoms, in Å:
Mg: -0.049 -0.241 0.128  0.56
O: 0.038 -1.866 1.338  -0.16
P: -0.545 -0.781 2.509  0.22
O: -0.161 -1.263 3.831  -0.24
O: 0.007 0.510 1.932  -0.32
O: -2.104 -0.855 2.209  -0.23
P: -2.751 0.161 1.054  0.24
O: -2.529 1.575 1.750  -0.10
O: -4.145 -0.172 0.813  -0.24
O: -1.791 0.064 -0.136  -0.33
H: 0.081 -2.743 1.730  0.11
H: -1.602 1.638 2.016  0.04
C: -0.476 -1.243 -4.062  -0.02
C: 0.815 -1.595 -4.418  -0.04
C: 1.834 -1.446 -3.489  0.01
C: 1.522 -0.954 -2.221  -0.18
N: 0.270 -0.642 -1.889  0.07
C: -0.703 -0.772 -2.774  -0.07
C: 2.510 -0.756 -1.145  -0.18
C: 3.857 -1.103 -1.246  0.01
C: 4.682 -0.918 -0.147  -0.03
C: 4.142 -0.401 1.019  -0.02
C: 2.795 -0.059 1.027  -0.08
N: 2.017 -0.227 -0.025  0.06
H: -1.291 -1.340 -4.763  0.11
H: 1.031 -1.986 -5.402  0.12
H: 2.843 -1.716 -3.755  0.11
H: -1.688 -0.494 -2.425  0.12
H: 4.262 -1.515 -2.156  0.11
H: 5.728 -1.182 -0.202  0.12
H: 4.746 -0.265 1.903  0.11
H: 2.314 0.348 1.906  0.12

The following is a DFT calculation (ωB97M-V/def2-TZVPD) of a cluster of 2 separate species, C3H11N2O2 in total in a non-equilibrium geometry.

Output
strongest force on any atom = 0.024 Eh/bohr
charge = -1
HOMO-LUMO gap = 7.72 eV
spin multiplicity = 1
total energy = -380.89758 a.u.
M = 107.1 g/mol
relative energy (zero: lowest compared OMol25 entry of this formula, charge and spin) = 1.4 kcal/mol

Last column: Löwdin charge in e.
Positions of all 18 atoms, in Å:
C: 2.385 1.209 -0.348  -0.20
N: 1.347 0.187 -0.326  -0.14
C: 0.870 -0.032 1.114  -0.51
O: 0.239 -1.171 1.335  -0.26
H: 2.019 2.126 0.108  0.06
H: 2.687 1.367 -1.386  0.06
H: 3.283 0.870 0.197  0.06
H: 1.704 -0.709 -0.623  0.08
H: 1.810 0.064 1.731  0.08
H: 0.293 0.906 1.298  0.09
H: -0.903 -1.629 0.541  0.03
N: -2.068 0.249 -1.107  -0.01
C: -2.523 -0.703 -0.082  -0.44
O: -1.799 -1.881 -0.011  -0.17
H: -1.074 0.440 -1.000  0.02
H: -2.167 -0.228 -1.996  0.04
H: -2.525 -0.171 0.881  0.10
H: -3.577 -0.893 -0.328  0.09

The following is a DFT calculation (ωB97M-V/def2-TZVPD) of a cluster of 3 separate species, C32H59Cl2F6N10O8P2S in total in a non-equilibrium geometry.

Output
strongest force on any atom = 0.134 Eh/bohr
charge = +1
HOMO-LUMO gap = 5.83 eV
spin multiplicity = 1
total energy = -5004.10109 a.u.
M = 990.8 g/mol

Last column: Löwdin charge in e.
Positions of all 120 atoms, in Å:
C: -0.076 0.690 2.512  0.09
C: -0.137 1.978 2.846  -0.10
C: -0.671 2.649 4.143  -0.22
N: 0.177 2.190 5.229  0.12
C: 1.547 1.866 5.059  -0.45
O: 2.028 0.820 4.748  0.23
F: 2.388 2.852 5.416  0.12
C: -0.289 1.834 6.500  -0.48
O: 0.174 0.909 7.098  0.22
F: -1.247 2.551 7.104  0.14
C: -2.143 2.133 4.257  -0.08
C: -2.479 0.692 4.629  -0.35
O: -1.699 -0.177 4.846  0.20
N: -3.890 0.422 4.881  0.18
C: -3.980 0.137 6.292  -0.51
O: -4.069 0.972 7.136  0.19
F: -3.945 -1.131 6.598  0.20
N: -3.017 2.874 3.271  -0.03
C: -3.672 2.138 2.146  -0.06
C: -2.767 1.500 1.101  -0.20
N: -3.196 0.572 0.373  0.17
C: -2.182 4.071 2.962  -0.21
S: -3.391 5.324 2.366  0.78
O: -4.735 5.032 2.792  -0.30
O: -3.387 5.192 0.936  -0.24
C: -3.145 7.139 2.669  -0.71
F: -2.206 7.670 1.934  0.19
F: -4.278 7.632 2.181  0.17
F: -3.115 7.517 3.925  0.16
C: -0.981 4.236 3.929  -0.24
C: -1.029 4.824 5.334  -0.57
Cl: 0.492 5.071 6.187  0.90
C: -2.068 5.166 6.087  -0.66
C: -1.997 5.752 7.476  -0.11
Cl: -3.701 4.902 5.510  0.87
C: 0.065 5.054 3.081  -0.28
C: 0.130 6.572 3.464  -0.06
C: 1.546 4.616 3.134  -0.22
C: 2.304 5.305 1.937  -0.06
H: -0.316 0.358 1.503  0.06
H: 0.179 -0.074 3.240  0.08
H: 0.194 2.683 2.079  0.12
H: -2.438 2.630 5.204  0.13
H: -4.422 1.286 4.796  0.12
H: -3.814 3.065 3.891  0.11
H: -4.353 2.807 1.613  0.14
H: -4.325 1.355 2.535  0.13
H: -1.754 1.825 0.881  0.10
H: -4.165 0.351 0.629  0.08
H: -1.730 3.784 2.012  0.12
H: -1.439 5.020 8.065  0.07
H: -1.452 6.691 7.495  0.09
H: -2.992 5.804 7.907  0.08
H: -0.185 5.098 2.015  0.13
H: -0.783 6.968 3.909  0.07
H: 0.940 6.768 4.162  0.07
H: 0.342 7.169 2.580  0.09
H: 1.767 3.555 3.020  0.09
H: 2.077 4.963 4.014  0.07
H: 3.171 5.851 2.299  0.08
H: 1.653 5.907 1.307  0.07
H: 2.714 4.523 1.293  0.08
O: -0.434 -1.051 -0.670  -0.32
P: 0.140 -2.382 -0.202  0.70
N: 1.679 -2.274 -0.943  -0.35
C: 2.134 -2.798 -2.215  -0.12
C: 2.605 -1.319 -0.360  -0.13
N: -1.027 -3.372 -1.002  -0.32
C: -0.747 -4.377 -2.004  -0.13
C: -2.314 -2.750 -1.299  -0.15
N: 0.629 -3.729 0.745  -0.31
C: 1.835 -4.522 0.632  -0.10
C: -0.403 -4.373 1.558  -0.13
H: 3.034 -3.413 -2.076  0.09
H: 2.382 -2.003 -2.923  0.08
H: 1.412 -3.436 -2.711  0.04
H: 2.962 -1.665 0.622  0.07
H: 2.132 -0.339 -0.220  0.06
H: 3.482 -1.169 -0.988  0.08
H: -0.605 -3.938 -2.999  0.08
H: -1.582 -5.081 -2.075  0.08
H: 0.120 -4.989 -1.754  0.07
H: -2.271 -2.131 -2.203  0.09
H: -2.645 -2.122 -0.474  0.05
H: -3.082 -3.515 -1.441  0.08
H: 1.824 -5.160 -0.256  0.08
H: 1.948 -5.173 1.502  0.08
H: 2.737 -3.912 0.618  0.07
H: -0.845 -5.225 1.034  0.09
H: -1.200 -3.672 1.803  0.07
H: 0.005 -4.725 2.510  0.08
O: 2.616 -3.482 -5.364  -0.30
P: 2.884 -3.793 -6.823  0.72
N: 1.602 -2.883 -7.515  -0.35
C: 0.279 -3.302 -7.913  -0.12
C: 1.749 -1.437 -7.475  -0.13
N: 2.633 -5.499 -6.696  -0.32
C: 1.643 -6.268 -7.414  -0.14
C: 2.826 -6.088 -5.374  -0.14
N: 3.624 -4.019 -8.355  -0.31
C: 3.091 -3.727 -9.668  -0.11
C: 4.796 -4.894 -8.397  -0.13
H: 0.087 -3.025 -8.960  0.08
H: -0.499 -2.835 -7.297  0.08
H: 0.123 -4.373 -7.852  0.05
H: 2.532 -1.102 -8.171  0.07
H: 2.021 -1.093 -6.471  0.07
H: 0.829 -0.927 -7.755  0.08
H: 0.652 -6.203 -6.947  0.08
H: 1.925 -7.326 -7.429  0.08
H: 1.567 -5.980 -8.463  0.07
H: 1.947 -5.947 -4.731  0.08
H: 3.688 -5.654 -4.874  0.07
H: 3.020 -7.161 -5.460  0.08
H: 2.301 -4.427 -9.956  0.08
H: 3.877 -3.792 -10.423  0.08
H: 2.708 -2.710 -9.747  0.07
H: 4.517 -5.917 -8.664  0.08
H: 5.298 -4.919 -7.430  0.08
H: 5.532 -4.535 -9.120  0.08

The following is a DFT calculation (ωB97M-V/def2-TZVPD) of the molecule C22H37N3O4 in a non-equilibrium geometry.

Output
strongest force on any atom = 0.218 Eh/bohr
HOMO-LUMO gap = 8.66 eV
spin multiplicity = 1
total energy = -1325.05010 a.u.
M = 407.6 g/mol
relative energy (zero: lowest compared OMol25 entry of this formula, charge and spin) = 316.7 kcal/mol

Last column: Löwdin charge in e.
Positions of all 66 atoms, in Å:
C: -3.314 2.125 2.646  -0.11
C: -2.323 1.094 3.462  -0.37
C: -1.839 1.759 4.880  -0.13
C: -1.051 0.607 2.492  -0.29
C: 0.229 1.629 2.561  -0.08
C: -0.731 -0.942 2.924  -0.16
O: 0.345 -1.598 2.173  -0.12
C: -0.003 -1.842 0.766  -0.29
C: -0.796 -3.284 0.512  -0.10
C: -2.405 -3.228 0.782  -0.20
C: -3.227 -2.076 -0.040  -0.14
C: -2.838 -1.437 -1.498  -0.03
C: -3.867 -0.299 -2.164  -0.06
C: -5.262 0.212 -1.445  -0.09
C: -5.642 -0.417 0.019  -0.08
C: -4.636 -1.531 0.679  -0.04
O: 1.309 -2.020 0.058  -0.14
C: 1.785 -0.753 -0.506  -0.10
C: 2.415 -1.141 -2.007  -0.28
O: 3.208 -2.391 -1.760  -0.06
C: 2.609 -3.531 -2.482  -0.16
N: 2.280 -4.566 -3.188  0.10
N: 3.404 -0.122 -2.524  -0.15
C: 3.771 -0.645 -3.929  -0.09
C: 2.781 1.231 -2.786  -0.14
C: 3.997 2.372 -2.921  -0.31
O: 3.455 3.530 -3.651  -0.11
C: 4.462 2.838 -1.420  -0.22
N: 4.991 1.707 -0.545  -0.04
H: -4.362 2.242 3.153  0.08
H: -3.492 1.739 1.540  0.08
H: -2.775 3.174 2.635  0.08
H: -3.002 0.156 3.753  0.13
H: -2.824 2.137 5.437  0.09
H: -1.189 2.741 4.718  0.08
H: -1.325 1.002 5.627  0.08
H: -1.488 0.671 1.383  0.13
H: 0.750 1.585 1.491  0.08
H: -0.209 2.722 2.755  0.09
H: 0.937 1.261 3.420  0.10
H: -0.362 -0.896 4.059  0.15
H: -1.751 -1.513 2.948  0.11
H: -0.669 -1.022 0.265  0.13
H: -0.547 -3.583 -0.615  0.13
H: -0.304 -4.053 1.257  0.14
H: -2.708 -3.187 1.936  0.11
H: -2.843 -4.274 0.405  0.13
H: -1.874 -1.784 -2.063  0.08
H: -3.631 0.155 -3.226  0.08
H: -6.001 0.997 -1.948  0.09
H: -6.637 -0.107 0.589  0.09
H: -4.953 -1.999 1.726  0.09
H: 2.712 -0.398 0.151  0.15
H: 0.978 0.083 -0.630  0.13
H: 1.521 -1.368 -2.726  0.16
H: 4.493 -1.579 -3.882  0.11
H: 4.297 0.160 -4.595  0.09
H: 2.746 -0.908 -4.477  0.11
H: 2.079 1.628 -1.937  0.13
H: 2.209 1.197 -3.825  0.13
H: 4.934 1.933 -3.497  0.15
H: 3.254 3.288 -4.602  0.11
H: 3.494 3.310 -0.905  0.13
H: 5.254 3.705 -1.479  0.13
H: 4.266 1.536 0.195  0.06
H: 5.917 1.966 -0.124  0.07